# 1
Formula: C4H5NO2
Source: the Open Molecules 2025 dataset
Level of theory: ωB97M-V/def2-TZVPD

Positions of all 12 atoms, in Å:
C1 -2.15345 -0.40021 0.00771
C2 0.09206 0.24884 0.09294
C3 1.23374 1.06929 0.02482
C4 2.24305 0.16211 -0.04444
H1 -1.82221 -1.34484 -0.67068
H2 -3.02138 0.35574 -0.42960
H3 -2.24427 -0.93008 0.96452
H4 1.20327 2.09328 0.09841
H5 3.24586 0.25361 0.07427
N1 1.85378 -1.07634 -0.10229
O1 -1.07024 0.64625 -0.08658
O2 0.43980 -1.07764 0.07091

E = -9810.493 eV
net charge = 0
lowest unoccupied orbital energy = 0.0270 Ha
SMILES = COc1ccno1

Results of the Mulliken charge analysis, in e, for atoms 1 through 2: C -0.58; C 0.75

# 2
Formula: C4H5NO2
Source: the Open Molecules 2025 dataset
Level of theory: ωB97M-V/def2-TZVPD

Positions of all 12 atoms, in Å:
O1 1.56333 1.54367 1.20734
C1 1.80375 0.52515 0.60668
C2 0.80239 -0.35943 -0.15413
O2 1.07355 -0.85802 -1.23499
N1 -0.24793 -0.81601 0.61964
C3 -1.45576 -0.78517 -0.13456
C4 -0.85507 0.57224 -0.21524
H1 2.81456 0.09879 0.52657
H2 -2.29785 -0.89865 0.52583
H3 -1.51890 -1.33888 -1.06447
H4 -0.68206 0.99941 -1.22632
H5 -1.00003 1.31691 0.54367

E = -9810.181 eV
net charge = 0
lowest unoccupied orbital energy = -0.0019 Ha

Results of the Mulliken charge analysis, in e, for atoms 1 through 2: O -0.45; C 0.04

# 3
Formula: C4H5NO2
Source: the Open Molecules 2025 dataset
Level of theory: ωB97M-V/def2-TZVPD

Positions of all 12 atoms, in Å:
O1 -1.86950 0.87080 0.58967
C1 -1.53821 -0.12392 -0.01038
C2 -0.24527 -0.82023 0.36100
C3 1.01064 -0.88885 -0.40864
N1 0.87185 0.08798 0.68110
C4 0.60279 1.39900 0.15579
O2 0.37664 1.62714 -1.00696
H1 -2.19488 -0.55826 -0.78201
H2 -0.43010 -1.61777 1.08354
H3 1.06941 -0.47896 -1.41059
H4 1.71228 -1.68481 -0.16909
H5 0.63434 2.18790 0.91656

E = -9811.905 eV
net charge = 0
lowest unoccupied orbital energy = 0.0208 Ha
SMILES = O=C[C@H]1CN1C=O

Results of the Mulliken charge analysis, in e, for atoms 1 through 2: O -0.43; C -0.07

# 4
Formula: C4H5NO2
Source: the Open Molecules 2025 dataset
Level of theory: ωB97M-V/def2-TZVPD

Positions of all 12 atoms, in Å:
C1 1.09648 -1.02286 -0.30539
C2 1.16258 0.33710 -0.06227
C3 -0.25713 -1.39631 -0.10705
C4 -0.14091 0.82365 0.06938
N1 -0.90725 -0.29717 0.20729
O1 -0.70696 1.99781 0.09762
O2 -2.90946 -0.36958 -0.16008
H1 2.03573 -1.68059 -0.19528
H2 2.07034 0.81636 -0.26649
H3 -0.68749 -2.41160 -0.12258
H4 -0.83557 2.33492 0.94321
H5 -3.07598 0.08838 -0.98080

E = -9808.666 eV
net charge = 0
lowest unoccupied orbital energy (spin up / spin down) = 0.0027 / -0.0756 Ha

Results of the Mulliken charge analysis, in e, for atoms 1 through 2: C -0.29; C -0.48

# 5
Formula: C4H5NO2
Source: the Open Molecules 2025 dataset
Level of theory: ωB97M-V/def2-TZVPD

Positions of all 12 atoms, in Å:
O1 2.35026 0.47502 1.95006
C1 2.14977 0.22308 0.78848
C2 0.75070 0.07104 0.27614
O2 0.41977 0.54657 -0.95355
N1 -0.12550 -0.53189 0.96765
C3 -1.26936 -0.68092 0.06594
C4 -1.03953 0.45373 -0.92702
H1 2.99090 0.05003 0.09188
H2 -2.21996 -0.64455 0.60184
H3 -1.18204 -1.67474 -0.39670
H4 -1.40894 0.30922 -1.94114
H5 -1.41607 1.40342 -0.52360

E = -9812.798 eV
net charge = 0
lowest unoccupied orbital energy = 0.0103 Ha
SMILES = O=CC1=NCCO1

Results of the Mulliken charge analysis, in e, for atoms 1 through 2: O -0.40; C -0.17

# 6
Formula: C4H5NO2
Source: the Open Molecules 2025 dataset
Level of theory: ωB97M-V/def2-TZVPD

Positions of all 12 atoms, in Å:
O1 -2.42317 -0.68995 -0.22193
C1 -1.89793 0.07108 0.55356
C2 -0.42838 0.51708 0.57051
O2 -0.13551 1.69876 0.67673
N1 0.50202 -0.47525 0.82561
C3 1.63497 -0.26545 -0.01631
C4 0.43941 -0.29340 -0.90133
H1 -2.44922 0.58922 1.35276
H2 2.26341 -1.13914 -0.01955
H3 2.16212 0.68069 0.03594
H4 0.28831 0.56202 -1.59499
H5 0.00637 -1.20863 -1.25602

E = -9810.099 eV
net charge = 0
lowest unoccupied orbital energy = -0.0045 Ha

Results of the Mulliken charge analysis, in e, for atoms 1 through 2: O -0.45; C 0.02

# 7
Formula: C4H5NO2
Source: the Open Molecules 2025 dataset
Level of theory: ωB97M-V/def2-TZVPD

Positions of all 12 atoms, in Å:
O1 -1.61478 -1.71577 0.26244
C1 -0.74987 -1.09599 -0.30669
C2 -0.56007 0.43823 -0.14146
C3 0.85134 -0.10299 1.40593
N1 0.17911 0.91966 1.06712
C4 0.23064 1.02213 -1.25277
O2 1.07581 0.36580 -1.82152
H1 -0.06660 -1.57781 -1.03309
H2 -1.54109 0.83372 0.11648
H3 1.33512 -0.77152 0.67854
H4 0.76970 -0.41840 2.43219
H5 0.09069 2.10294 -1.40719

E = -9810.652 eV
net charge = 0
lowest unoccupied orbital energy = 0.0034 Ha
SMILES = C=NC(C=O)C=O

Results of the Mulliken charge analysis, in e, for atoms 1 through 2: O -0.46; C -0.11

# 8
Formula: C4H5NO2
Source: the Open Molecules 2025 dataset
Level of theory: ωB97M-V/def2-TZVPD

Positions of all 12 atoms, in Å:
C1 -1.08146 1.23072 -0.45271
C2 0.21976 0.99227 -0.02522
C3 -2.03410 0.27358 -0.07359
C4 0.47213 -0.38439 0.47229
N1 -0.71061 -1.21773 0.59933
O1 -3.11094 -0.01287 0.27403
O2 -0.74091 -1.97230 -0.56274
H1 -1.44138 2.06042 -1.00454
H2 1.13843 1.62755 -0.11364
H3 1.15302 -0.90090 -0.11001
H4 0.85799 -0.31803 1.48733
H5 -1.25496 -2.82221 -0.56561

E = -9809.283 eV
net charge = 0
lowest unoccupied orbital energy (spin up / spin down) = -0.0135 / -0.0135 Ha

Results of the Mulliken charge analysis, in e, for atoms 1 through 2: C -0.52; C -0.20

# 9
Formula: C4H5NO2
Source: the Open Molecules 2025 dataset
Level of theory: ωB97M-V/def2-TZVPD

Positions of all 12 atoms, in Å:
O1 2.33209 0.24933 -1.23689
C1 1.40023 -0.28482 -0.68906
C2 0.71838 0.35021 0.49634
C3 -0.46741 1.20097 0.21743
N1 -0.63037 -0.06527 0.90086
C4 -1.25376 -1.10326 0.17733
O2 -1.79172 -0.97623 -0.89515
H1 1.01430 -1.26545 -1.03345
H2 1.39158 0.62002 1.30722
H3 -0.82188 1.25848 -0.80859
H4 -0.64611 2.07397 0.83826
H5 -1.24533 -2.05795 0.72572

E = -9812.183 eV
net charge = 0
lowest unoccupied orbital energy = 0.0217 Ha
SMILES = O=C[C@H]1CN1C=O

Results of the Mulliken charge analysis, in e, for atoms 1 through 2: O -0.44; C -0.10

# 10
Formula: C4H5NO2
Source: the Open Molecules 2025 dataset
Level of theory: ωB97M-V/def2-TZVPD

Positions of all 12 atoms, in Å:
O1 -0.73633 -1.40186 -1.96968
C1 -0.89625 -0.21618 -1.77625
C2 -0.19735 0.53179 -0.73745
O2 -0.33253 1.84958 -0.64180
N1 0.49289 -0.01231 0.22168
C3 0.76109 0.42155 1.49123
C4 0.47697 -1.03416 1.23828
H1 -1.58406 0.39867 -2.38296
H2 -0.32776 1.98678 0.35601
H3 1.72190 0.82183 1.80296
H4 1.27091 -1.76586 1.12465
H5 -0.50069 -1.44371 1.49390

E = -9809.590 eV
net charge = 0
lowest unoccupied orbital energy (spin up / spin down) = -0.0313 / -0.0239 Ha

Results of the Mulliken charge analysis, in e, for atoms 1 through 2: O -0.49; C -0.08

# 11
Formula: C4H5NO2
Source: the Open Molecules 2025 dataset
Level of theory: ωB97M-V/def2-TZVPD

Positions of all 12 atoms, in Å:
O1 2.36354 0.26081 -0.68491
C1 1.24564 -0.18536 -0.70763
C2 0.43937 0.05583 0.56008
C3 -0.47015 1.22291 0.05019
N1 -1.00466 0.25248 0.92927
C4 -1.08529 -1.09611 0.32720
O2 -1.22358 -1.40576 -0.83542
H1 0.77393 -0.62630 -1.60002
H2 1.04767 -0.02003 1.44480
H3 -0.78622 1.09355 -0.99045
H4 -0.18348 2.23761 0.32810
H5 -1.11676 -1.78964 1.17879

E = -9810.304 eV
net charge = 0
lowest unoccupied orbital energy = 0.0337 Ha

Results of the Mulliken charge analysis, in e, for atoms 1 through 2: O -0.47; C -0.13

# 12
Formula: C4H5NO2
Source: the Open Molecules 2025 dataset
Level of theory: ωB97M-V/def2-TZVPD

Positions of all 12 atoms, in Å:
C1 -1.71787 0.71300 -0.42190
C2 -1.32170 -0.54262 0.14296
C3 1.09992 -0.67117 0.03787
C4 1.68743 0.83080 0.48581
H1 -2.57636 1.28763 0.10833
H2 -1.01945 1.38648 -1.08857
H3 -1.89671 -1.13085 1.03889
H4 -0.16343 -2.20836 -0.67502
H5 2.50995 1.02778 1.19096
N1 -0.08556 -1.16130 0.02955
O1 2.12971 -1.28097 -0.50035
O2 1.35407 1.74958 -0.34853

E = -9809.743 eV
net charge = 0
lowest unoccupied orbital energy = 0.0081 Ha
SMILES = C=CNC(=O)C=O

Results of the Mulliken charge analysis, in e, for atoms 1 through 2: C -0.50; C -0.18

Relative energy (zero: lowest compared OMol25 entry of this formula, charge and spin) values, unit kcal/mol, following the record order: 88.1 95.3 55.6 130.3 35.0 97.2 84.5 116.0 49.2 109.0 92.5 105.4.